C28H61F3O19 | ωB97M-V/def2-TZVPD

Cartesian coordinates (Å):
C -0.4812 -0.5950 -5.7281
C 0.4948 -0.1490 -4.6824
O 0.4267 1.2569 -4.7646
C 0.0451 1.5820 -6.0180
O -0.0092 2.6774 -6.4796
O -0.4345 0.4869 -6.6433
F 1.7945 -0.5404 -4.9263
H -1.4762 -0.6089 -5.2694
H -0.2700 -1.5723 -6.1526
H 0.2414 -0.5492 -3.6966
C -3.2033 -0.3642 -0.2701
C -2.8370 -0.3443 1.2119
O -4.0231 0.1713 1.8068
C -5.0196 0.3068 0.9155
O -6.1471 0.5938 1.1461
O -4.5376 0.1358 -0.3321
F -1.8223 0.5294 1.4651
H -3.1493 -1.2964 -0.8256
H -2.5887 0.3591 -0.8161
H -2.6297 -1.3254 1.6416
C 1.4138 0.9291 0.5107
C 1.1724 -0.4135 -0.2099
O 0.5781 0.0576 -1.3980
C 0.0223 1.2765 -1.2253
O -0.7421 1.7917 -1.9741
O 0.5340 1.8400 -0.1357
F 0.2043 -1.0626 0.5384
H 2.4391 1.2144 0.2576
H 1.1791 0.9535 1.5685
H 1.9933 -1.0933 -0.3868
C -3.5904 3.4692 0.5206
C -4.2388 4.6967 1.1165
C -3.0258 5.4806 1.5934
O -2.1300 5.3490 0.4981
C -2.2666 4.0216 -0.0369
H -4.1463 2.8111 -0.1453
H -3.3026 2.8144 1.3517
H -4.9426 4.4407 1.9118
H -4.7875 5.2549 0.3566
H -2.5682 5.1532 2.5376
H -3.2473 6.5336 1.7835
H -1.3923 3.5108 0.3750
H -2.2282 3.9771 -1.1241
C -0.1407 -2.1119 3.8445
C -1.1940 -1.2326 4.5297
C -2.5204 -2.0090 4.4031
O -2.2771 -3.0054 3.4258
C -0.9035 -3.3779 3.4210
H 0.6763 -2.3345 4.5303
H 0.2044 -1.5764 2.9602
H -1.1977 -0.3226 3.9290
H -0.8529 -0.9598 5.5273
H -3.2912 -1.2862 4.1347
H -2.8413 -2.4451 5.3535
H -0.5367 -3.8381 2.5079
H -0.7963 -4.1079 4.2339
C -1.4814 -4.4640 -2.3765
C -1.7503 -5.5140 -1.3224
C -2.2193 -4.7234 -0.1007
O -1.9671 -3.3366 -0.3483
C -1.1301 -3.2377 -1.5194
H -2.3790 -4.3859 -2.9941
H -0.6944 -4.7134 -3.0892
H -0.8453 -6.0392 -1.0086
H -2.4666 -6.2581 -1.6654
H -1.7185 -5.0627 0.8109
H -3.2839 -4.7978 0.1320
H -0.1333 -3.3243 -1.0600
H -1.1026 -2.2204 -1.9112
C 1.1319 1.6037 4.8030
O 2.0779 1.6347 3.7508
H 1.1478 0.6380 5.3079
H 1.3018 2.3048 5.6278
H 0.1424 1.8540 4.4114
H 2.4312 2.5265 3.6749
C -3.5651 3.2578 -3.9252
O -3.2429 4.6304 -4.1616
H -4.2283 3.2436 -3.0591
H -4.0691 2.8952 -4.8237
H -2.7469 2.5689 -3.6963
H -3.2158 4.7552 -5.1115
C 2.9867 -3.7577 0.7970
O 1.9549 -4.2260 -0.0800
H 3.5308 -2.9461 0.3135
H 2.5454 -3.3961 1.7259
H 3.7477 -4.5205 0.9756
H 1.5098 -4.9330 0.3962
C 3.5381 -1.7336 -2.4923
O 2.3299 -2.4859 -2.5359
H 3.3762 -0.7182 -2.1260
H 4.2076 -2.2374 -1.7879
H 4.0809 -1.7079 -3.4347
H 2.2571 -3.0631 -1.7694
C 3.4532 4.0077 -1.1822
O 3.9045 4.4887 -2.4343
H 2.4383 4.3494 -0.9319
H 3.3409 2.9193 -1.1506
H 4.0741 4.4508 -0.4062
H 3.2129 4.2919 -3.0749
C 4.6559 -1.0022 3.1781
O 3.8383 -0.3453 2.2213
H 5.3686 -0.3065 3.6186
H 4.1070 -1.4871 3.9903
H 5.1596 -1.8360 2.6922
H 3.2608 0.2905 2.6678
C 6.2229 1.3019 0.2295
O 5.0333 0.6590 -0.1939
H 6.7476 0.7188 0.9892
H 6.8876 1.6731 -0.5483
H 5.9458 2.2536 0.7105
H 4.6602 0.3094 0.6303

Forces on atoms 1 to 6 (eV/Å):
C -0.253 0.251 0.340
C 0.239 -0.453 0.933
O 0.583 -0.518 0.424
C -1.169 0.613 -0.458
O 0.500 -0.367 0.313
O 0.052 -0.372 -0.858

Here are the Löwdin charges for atoms 1 to 2, given in e: -0.0599 -0.2986



C14H28BN3O4 | ωB97M-V/def2-TZVPD

Cartesian coordinates (Å):
N -2.0415 0.6938 2.6280
C -1.3673 0.6751 1.3230
C -2.1271 1.4052 0.2687
O -3.2827 1.7450 0.4803
O -1.4189 1.7070 -0.8514
C 0.0550 1.2478 1.4045
N 0.9945 0.2318 0.7681
C 1.5059 0.6650 -0.5948
C 2.6043 -0.2792 -1.0039
C 3.0967 -0.2368 -2.4325
C 3.8362 1.0835 -2.7600
N 4.9387 1.3198 -1.7826
C 4.5629 1.2377 -0.3259
C 3.8834 -0.0872 -0.0566
C 0.3065 -1.0885 0.9665
C -1.2192 -0.7965 0.9783
C -1.7131 -1.1046 -0.4761
C -3.2177 -1.1034 -0.7708
C -4.0503 -1.9042 0.2202
B -4.2216 -1.4580 1.7753
O -3.8894 -2.3817 2.7533
O -4.6404 -0.1496 2.0670
H -2.3808 1.6256 2.8487
H -2.7617 -0.0216 2.6460
H -2.0692 2.0965 -1.5063
H 0.5148 1.4316 2.3862
H -0.0079 2.1658 0.8676
H 1.8993 1.6829 -0.5759
H 0.6628 0.7143 -1.2601
H 2.2565 -1.3634 -0.7945
H 3.6087 -1.2187 -2.6448
H 2.2656 -0.2970 -3.1008
H 4.2176 1.1851 -3.7857
H 3.1443 1.9501 -2.5520
H 5.8526 0.8417 -1.9621
H 3.9067 2.1218 -0.1545
H 5.4199 1.3504 0.2889
H 4.5443 -0.8945 -0.3881
H 3.5323 -0.1755 1.0296
H 0.7173 -1.5279 1.8803
H 0.4888 -1.6463 0.0245
H -1.6213 -1.4242 1.7594
H -1.3801 -2.0568 -0.7006
H -1.1888 -0.4695 -1.1489
H -3.3560 -1.4201 -1.8206
H -3.5265 0.0077 -0.7452
H -5.0790 -1.8865 -0.2417
H -3.7406 -2.9898 0.1572
H -4.1718 -1.7715 3.4890
H -4.3430 0.5680 1.4254

Forces on atoms 1 to 6 (eV/Å):
N 0.922 0.347 -0.345
C 0.475 -0.655 2.385
C -0.932 1.041 0.520
O 0.792 0.309 -1.147
O -2.049 0.621 -0.295
C 1.658 -1.304 -0.479

As for the SMILES: N[C@@]1(C(=O)O)CN(CC2CCNCC2)C[C@@H]1CCCB(O)O.

Here are the natural (NBO) charges for atoms 1 to 2, given in e: -0.8166 -0.0621



C30H43BrF18IN3O16P | ωB97M-V/def2-TZVPD

Cartesian coordinates (Å):
C -1.2429 -6.0645 6.0984
C -2.4630 -5.8651 4.9839
C -3.1771 -4.3596 5.1259
I -2.4913 -3.2038 3.3937
N -4.6770 -4.4910 5.2686
C -5.7126 -4.2435 4.1874
C -6.4342 -2.7396 4.3116
O -5.7497 -1.6009 4.5234
Br -8.4635 -2.6556 4.1226
C -5.1569 -4.8874 6.5247
N -4.1924 -5.2213 7.6852
O -4.9231 -5.7492 8.7098
N -6.6206 -5.0340 6.8815
P -7.2720 -6.6522 6.5394
O -8.7914 -6.3711 5.6654
O -7.5704 -7.5673 8.0069
H -0.7346 -5.0147 6.3396
H -1.7466 -6.5564 7.0411
H -0.3714 -6.7597 5.6905
H -3.2485 -6.7213 5.2104
H -1.9668 -6.0013 3.9153
H -2.6454 -3.8509 6.0663
H -6.6265 -5.0100 4.2485
H -5.3155 -4.3244 3.0905
H -3.8885 -4.2788 8.0667
H -4.3241 -6.0829 9.4415
H -7.2139 -4.2548 6.5296
H -8.4758 -6.1949 4.7159
H -7.8267 -6.9453 8.7529
C 1.1101 2.3345 0.6154
C 0.0389 1.8236 1.5622
O -0.7179 0.7666 0.9528
C -0.1192 -0.4648 0.9297
O 0.9973 -0.6938 1.3893
C -1.0428 -1.5043 0.2969
F -1.5971 -1.0743 -0.8729
F -2.0857 -1.8290 1.1138
F -0.4095 -2.6757 0.0058
H 0.6658 2.6403 -0.3372
H 1.6373 3.1868 1.0512
H 1.8444 1.5563 0.3873
H -0.6657 2.6326 1.7856
H 0.4645 1.4942 2.5177
C -3.2078 7.0735 2.9519
C -1.9004 7.8120 2.7278
O -0.8113 7.1240 3.3619
C -0.3296 6.0249 2.7020
O -0.7751 5.6170 1.6318
C 0.8497 5.4138 3.4570
F 0.6016 5.2641 4.7899
F 1.9723 6.1830 3.3643
F 1.1967 4.1785 2.9970
H -3.3828 6.9193 4.0215
H -4.0462 7.6349 2.5322
H -3.1906 6.0831 2.4876
H -1.9601 8.8056 3.1863
H -1.6957 7.9614 1.6609
C 2.2883 -5.4025 0.9985
C 2.2516 -6.9009 0.7564
O 2.8709 -7.6078 1.8420
C 2.1152 -7.7497 2.9752
O 0.9735 -7.3119 3.0981
C 2.8700 -8.5539 4.0323
F 4.1528 -8.1235 4.2052
F 2.9542 -9.8760 3.7080
F 2.2856 -8.5011 5.2626
H 3.3151 -5.0680 1.1776
H 1.8831 -4.8618 0.1397
H 1.7065 -5.1275 1.8833
H 2.8249 -7.1380 -0.1469
H 1.2289 -7.2612 0.5927
C 1.9723 -0.6500 -4.1325
C 3.4817 -0.8051 -4.1825
O 4.1243 0.4778 -4.2364
C 4.2108 1.1566 -3.0502
O 3.7759 0.7309 -1.9825
C 4.9510 2.4800 -3.2363
F 4.5021 3.1881 -4.3123
F 6.2880 2.2967 -3.4342
F 4.8366 3.3123 -2.1629
H 1.6206 -0.0465 -4.9754
H 1.4817 -1.6260 -4.1653
H 1.6545 -0.1362 -3.2204
H 3.7627 -1.3412 -5.0960
H 3.8583 -1.3918 -3.3360
C 6.1940 4.0701 -7.0238
C 6.2570 4.5337 -8.4681
O 5.5944 3.5985 -9.3329
C 4.2265 3.6605 -9.3492
O 3.5673 4.4514 -8.6783
C 3.6502 2.6478 -10.3373
F 4.2024 1.4078 -10.2033
F 3.8604 3.0184 -11.6330
F 2.3043 2.4775 -10.2046
H 6.6006 3.0583 -6.9276
H 6.7605 4.7437 -6.3761
H 5.1621 4.0327 -6.6620
H 7.3034 4.5801 -8.7904
H 5.8373 5.5394 -8.5908
C 1.1845 6.6558 -7.4515
C 1.0136 7.3082 -6.0913
O -0.2661 6.9827 -5.5272
C -0.3771 5.7372 -4.9688
O 0.5372 4.9168 -4.9337
C -1.7676 5.5347 -4.3690
F -2.7672 5.9141 -5.2161
F -1.9439 6.2582 -3.2264
F -2.0242 4.2370 -4.0402
H 0.3583 6.9302 -8.1151
H 2.1269 6.9625 -7.9120
H 1.1794 5.5646 -7.3735
H 1.0448 8.3979 -6.2035
H 1.8217 7.0319 -5.4035

Forces on atoms 1 to 6 (eV/Å):
C -0.136 0.222 -0.242
C 0.821 -0.725 0.298
C 2.470 -1.163 0.625
I -0.810 -0.519 1.216
N -1.818 -0.699 3.465
C -2.149 0.307 -0.865

Its net charge is +1.

Here are the Löwdin charges for atoms 1 to 2, given in e: -0.1215 -0.2694



C4H10O2 | ωB97M-V/def2-TZVPD

Cartesian coordinates (Å):
C -2.2832 -0.5566 -0.1140
C -1.0852 0.2485 0.3761
C 0.2706 -0.0083 -0.2037
O 0.4809 -0.5936 -1.3142
C 1.4337 0.8823 0.1539
O 2.5279 0.3125 -0.4967
H -3.1936 -0.1874 0.3740
H -2.4198 -0.4536 -1.1938
H -2.1752 -1.6156 0.1282
H -1.2586 1.3186 0.1707
H -0.9776 0.1846 1.4641
H 1.8286 -1.3059 0.8744
H 1.5421 -0.4061 -1.3563
H 1.5452 0.9320 1.2372
H 1.2263 1.8667 -0.2831
H 2.5378 -0.6181 0.1832

Forces on atoms 1 to 6 (eV/Å):
C 0.051 -0.076 -0.062
C 0.107 -0.069 0.078
C -0.008 0.332 -0.101
O -0.039 0.051 0.289
C -0.004 0.087 0.119
O 0.149 -0.156 0.206

Here are the natural (NBO) charges for atoms 1 to 2, given in e: -0.6053 -0.5102



The records above yield orbital gap values of 9.01, 8.55, 7.69, 8.04 eV, respectively.
The records above yield max |F| values of 2.5, 3.1, 9.7, 0.6 eV Å⁻¹, respectively.
The records above yield LUMO energy values of -0.03, 0.41, -4.74, 0.02 eV, respectively.